Entry from OMol25: C3H5NO2 in the gas phase (ωB97M-V/def2-TZVPD).

The value obtained for the HOMO energy is -9.927 eV. As for the energy: -322.54663 Ha.

Each atom is followed by the atoms it is bonded to, with distances in Å.
Geometry (Å):
1 C -1.04910 1.37650 -0.12795  N2 1.446, H7 1.090, H8 1.095, H9 1.093
2 N 0.10372 0.50633 -0.06071  C1 1.446, C3 1.348, H10 1.010
3 C 0.00578 -0.80993 0.21379  N2 1.348, O4 1.220, C5 1.529
4 O -1.00952 -1.42317 0.49816  C3 1.220
5 C 1.33768 -1.55334 0.11056  C3 1.529, O6 1.209, H11 1.104
6 O 2.29026 -1.11124 -0.48843  C5 1.209
7 H -1.93660 0.75461 -0.24810  C1 1.090
8 H -1.16228 1.97502 0.78210  C1 1.095
9 H -0.95877 2.04593 -0.98685  C1 1.093
10 H 1.02252 0.85076 -0.29847  N2 1.010
11 H 1.33787 -2.53954 0.60710  C5 1.104

Löwdin atomic charge list, values in e, 5 entries: C -0.059; N 0.018; C -0.475; O 0.063; C -0.143


Entry from OMol25: a 2-piece molecular cluster, C3H5NO2 overall (ωB97M-V/def2-TZVPD).

The value obtained for the HOMO energy (alpha / beta) is -7.793 / -7.866 eV. As for the energy: -322.39208 Ha.

Each atom is followed by the atoms it is bonded to, with distances in Å.
Geometry (Å):
1 C -0.30813 -0.78299 -0.00609  C3 1.605, O5 1.187
2 C -0.20125 1.22307 1.38277  N4 1.212, O6 1.320
3 C 0.12353 -1.22931 -1.48651  C1 1.605, H7 1.090, H8 1.195, H9 0.998
4 N 0.84492 1.75211 1.69010  C2 1.212, H10 1.062
5 O -0.83306 -1.46875 0.80886  C1 1.187
6 O -1.43997 1.11189 1.82358  C2 1.320, H11 0.933
7 H -0.74005 -1.78346 -1.85359  C3 1.090
8 H 1.04834 -1.98242 -1.40829  C3 1.195
9 H 0.45380 -0.49267 -2.07407  C3 0.998
10 H 0.93049 2.23971 2.62998  N4 1.062
11 H -1.43191 1.14558 2.75606  O6 0.933

Löwdin atomic charge list, values in e, 5 entries: C -0.170; C -0.385; C -0.023; N 0.096; O 0.051


Entry from OMol25: C3H5NO2 in the gas phase (ωB97M-V/def2-TZVPD).

The multiplicity is 3. The value obtained for the HOMO energy (alpha / beta) is -7.994 / -9.544 eV. As for the energy: -322.35855 Ha.

Each atom is followed by the atoms it is bonded to, with distances in Å.
Geometry (Å):
1 C -0.06240 -0.09525 -0.97969  C2 1.428, C3 1.497, H7 1.063
2 C -0.10250 -1.44953 -0.52738  C1 1.428, O5 1.229, H8 1.140
3 C -0.21412 1.03974 -0.01496  C1 1.497, N4 1.434, H9 1.059, H10 1.090
4 N 0.53618 0.76274 1.17585  C3 1.434, O6 1.257, H11 1.004
5 O -0.48496 -1.81345 0.58198  C2 1.229
6 O 1.09538 -0.34650 1.36872  N4 1.257
7 H 0.14100 0.04499 -2.01384  C1 1.063
8 H 0.20735 -2.13267 -1.38555  C2 1.140
9 H -0.19570 2.01741 -0.42173  C3 1.059
10 H -1.24930 0.75201 0.17109  C3 1.090
11 H 0.32906 1.22051 2.04552  N4 1.004

Löwdin atomic charge list, values in e, 5 entries: C 0.012; C -0.303; C -0.147; N -0.132; O 0.028


Entry from OMol25: C3H5NO2S in the gas phase (ωB97M-V/def2-TZVPD).

The value obtained for the HOMO energy (alpha / beta) is -8.360 / -8.367 eV. As for the energy: -720.58742 Ha.

Each atom is followed by the atoms it is bonded to, with distances in Å.
Geometry (Å):
1 C -1.33473 1.78747 0.67678  N4 1.429, O6 1.177, H8 1.216
2 C 0.19721 0.33252 -0.56550  N4 1.333, S7 1.758, H9 1.077
3 C 1.15817 -2.00807 0.15505  S7 1.791, H10 1.059, H11 1.094, H12 1.071
4 N -0.59590 1.40037 -0.48306  C1 1.429, C2 1.333, O5 1.274
5 O -0.77274 2.15181 -1.49597  N4 1.274
6 O -1.82842 2.81502 0.96770  C1 1.177
7 S 0.60282 -0.49343 0.93261  C2 1.758, C3 1.791
8 H -1.33520 0.90716 1.51518  C1 1.216
9 H 0.28197 0.04541 -1.59976  C2 1.077
10 H 1.26827 -1.56955 -0.80282  C3 1.059
11 H 0.40205 -2.79693 0.10739  C3 1.094
12 H 1.95651 -2.57176 0.59241  C3 1.071

Löwdin atomic charge list, values in e, 5 entries: C -0.277; C -0.324; C -0.381; N -0.313; O -0.077